one | # C4H14N4

The molecule C4H14N4 (ωB97M-V with the def2-TZVPD basis set, the Open Molecules 2025 dataset).

total charge: 0
orbital gap: 8.969 eV
LUMO energy: 0.9 eV

Element x y z (Å)
H -0.21 -2.01 2.08
H -2.06 0.59 -1.43
C 0.23 -1.64 0.14
H 1.96 2.54 -0.48
H -1.43 1.47 0.49
H -1.39 -2.33 0.98
H -1.83 -1.13 -1.75
C -0.63 0.74 0.74
H -0.55 0.03 -2.17
C -1.32 -0.22 -1.42
C 1.00 2.03 -0.57
H 1.64 -0.80 1.31
H -0.77 0.44 1.79
N -0.81 -0.43 -0.09
H 0.24 2.77 -0.87
H 0.18 -2.19 -0.81
N -0.38 -2.42 1.16
N 0.70 1.37 0.68
N 1.57 -1.33 0.44
H 2.00 -0.78 -0.29
H 1.08 1.29 -1.36
H 0.77 2.04 1.44

Results of the natural (NBO) charge analysis, in e, for atoms 1 through 2: 0.348 0.199



two | # C4H14N4

A cluster of 2 separate species, C4H14N4 in total (ωB97M-V with the def2-TZVPD basis set, the Open Molecules 2025 dataset).

total charge: 0
orbital gap: 9.624 eV
LUMO energy: 0.8 eV

Element x y z (Å)
H 0.10 1.73 1.17
H -0.06 1.40 2.88
C -2.19 0.23 0.39
H -3.37 2.27 1.60
N 2.30 -0.07 -1.00
H -1.92 0.90 -0.44
H -1.94 2.82 1.16
H 0.83 -1.62 0.19
C -0.32 1.02 1.89
H 2.72 -1.25 -3.29
C 1.71 -1.24 -1.45
H 0.14 0.05 1.66
H 1.57 -2.47 -2.99
H 2.46 0.04 -0.02
N -2.39 2.26 1.87
C -1.83 0.91 1.72
N 1.93 -1.56 -2.76
N 0.87 -1.94 -0.78
H -2.19 0.29 2.54
H -1.62 -0.69 0.27
H 3.02 0.38 -1.55
H -3.25 0.02 0.30

Results of the natural (NBO) charge analysis, in e, for atoms 1 through 2: 0.194 0.220



Relative stability in eV, measured from the most stable structure: one 1.377; two 0.000